{"formula": "C32H20F15OSi", "method": "wB97M-V/def2-TZVPD", "species": ["Si", "F", "F", "F", "F", "F", "F", "F", "F", "F", "F", "F", "F", "F", "F", "F", "O", "C", "C", "C", "C", "C", "C", "C", "C", "C", "C", "C", "C", "C", "C", "C", "C", "C", "C", "C", "C", "C", "C", "C", "C", "C", "C", "C", "C", "C", "C", "C", "C", "H", "H", "H", "H", "H", "H", "H", "H", "H", "H", "H", "H", "H", "H", "H", "H", "H", "H", "H", "H"], "xyz": [[-2.0765, 1.3801, 0.4680], [-6.1271, 4.2884, 2.0430], [-5.9292, 6.0552, -0.0579], [-1.2977, -1.0064, 2.0579], [-5.1575, -3.4211, -1.5096], [0.6391, 1.0712, 5.8507], [-3.8617, -0.6414, 2.0767], [-4.0166, -1.6645, -3.2912], [-5.0649, -2.8815, 1.1846], [-2.1613, 3.6339, -1.6877], [-4.3809, 2.2563, 2.2680], [-3.9507, 5.7227, -1.9373], [0.2193, -1.1886, 4.3025], [-0.2716, 3.4981, 4.9773], [-2.7526, 0.5769, -2.3738], [-1.4595, 3.7259, 2.5601], [-0.6150, 1.2539, -0.4280], [-3.1511, 3.7894, -0.7671], [-0.0621, 1.1495, 4.7068], [-4.4861, -2.0455, 0.3014], [0.4411, 0.5312, -0.7172], [5.2246, -1.1678, -1.6262], [1.1413, -2.1185, 1.0904], [1.5061, 0.2902, 0.3070], [3.7492, -2.8535, -2.4917], [-1.4316, 1.3572, 2.2272], [-4.2510, 3.0912, 1.2037], [3.0809, -1.5736, -0.5486], [-3.1331, -0.0473, -0.1110], [-1.1565, 2.4839, 3.0216], [4.3465, -0.9431, -0.5710], [-5.1623, 4.1399, 1.1111], [-5.0569, 5.0341, 0.0438], [-0.2996, 0.0095, 3.9444], [1.6543, -3.5546, -1.4015], [-1.0152, 0.1432, 2.7605], [-3.8192, -0.9094, 0.7482], [4.8167, -0.0369, 0.5450], [-3.9423, -1.4294, -1.9670], [2.8300, -2.6245, -1.4625], [-0.5085, 2.3873, 4.2477], [2.1102, -1.0977, 0.5309], [0.7306, 0.3636, -2.1516], [4.9317, -2.1178, -2.6065], [-4.0467, 4.8579, -0.9048], [-3.2766, -0.3067, -1.4741], [-4.5344, -2.3144, -1.0657], [-3.2193, 2.8724, 0.2833], [5.8622, -2.3157, -3.7622], [0.3060, -2.3033, 0.4119], [6.8785, -2.5577, -3.4249], [1.1202, 0.6462, 1.2741], [0.6852, -3.0454, -1.4578], [5.9379, -1.4064, -4.3748], [1.6735, -4.1804, -0.5011], [2.7655, -0.9305, 1.3998], [0.9747, -0.6723, -2.4134], [5.5005, -3.1233, -4.4055], [5.9096, 0.0322, 0.4880], [4.4305, 0.9903, 0.4764], [-0.1319, 0.6672, -2.7525], [4.5835, -0.4311, 1.5453], [3.5503, -3.6442, -3.2194], [1.6662, -3.0646, 1.2732], [1.6973, -4.2497, -2.2480], [2.3323, 0.9748, 0.0060], [1.6093, 0.9740, -2.4155], [0.7349, -1.7636, 2.0424], [6.1668, -0.6150, -1.6523]], "gap_ha": 0.233, "relative_energy_kcal_mol": 0.0, "charge": 1, "homo_energy_ev": -11.48, "energy_ev": -84187.273, "e_lumo_ha": -0.1889}

{"formula": "C32H22Cl72N2O2Si2", "method": "wB97M-V/def2-TZVPD", "species": ["Cl", "Cl", "Cl", "Cl", "Cl", "Cl", "Cl", "Cl", "Cl", "Cl", "Cl", "Cl", "Cl", "Cl", "Cl", "Cl", "Cl", "Cl", "Cl", "Cl", "Cl", "Cl", "Cl", "Cl", "Cl", "Cl", "Cl", "Cl", "Cl", "Cl", "Cl", "Cl", "Cl", "Cl", "Cl", "Cl", "Cl", "Cl", "Cl", "Cl", "Cl", "Cl", "Cl", "Cl", "Cl", "Cl", "Cl", "Cl", "Cl", "Cl", "Cl", "Cl", "Cl", "Cl", "Cl", "Cl", "Cl", "Cl", "Cl", "Cl", "Cl", "Cl", "Cl", "Cl", "Cl", "Cl", "Cl", "Cl", "Cl", "Cl", "Cl", "Cl", "Si", "Si", "O", "O", "N", "N", "C", "C", "C", "C", "C", "C", "C", "C", "C", "C", "C", "C", "C", "C", "C", "C", "C", "C", "C", "C", "C", "C", "C", "C", "C", "C", "C", "C", "C", "C", "C", "C", "H", "H", "H", "H", "H", "H", "H", "H", "H", "H", "H", "H", "H", "H", "H", "H", "H", "H", "H", "H", "H", "H"], "xyz": [[1.0444, -2.4541, 5.0352], [5.8892, 2.1726, -13.6339], [0.1437, 8.8294, 10.3271], [1.8955, 6.0869, 7.3860], [3.2261, -1.1139, 0.6717], [1.5938, -0.0420, 9.9019], [-3.9505, -5.4774, 0.5817], [10.1550, 2.8545, 1.1180], [2.5843, 16.9207, 8.1325], [-3.6498, 2.9667, 7.8155], [6.2795, -2.3729, -2.6601], [1.2721, -10.9721, -5.1997], [5.5005, 2.0376, 5.4075], [3.5018, 0.7175, -12.9058], [5.6217, 4.7635, 4.4678], [1.1146, -12.0849, -7.8573], [-1.9826, 7.9986, 2.6034], [7.8288, 1.2916, 1.7741], [10.1836, 1.1196, 3.4277], [0.8027, 14.7941, 8.9286], [-1.1436, -10.6711, -6.7481], [5.9255, 0.3613, -11.3886], [-1.5170, 11.0633, 9.5783], [-4.5353, 3.6301, 5.1532], [0.6737, 1.0276, -12.2789], [-2.2278, 1.9418, 5.5109], [8.0419, 3.2075, 4.7034], [5.8090, -0.2067, -0.2037], [3.9118, -3.5789, -1.5500], [-4.4797, 4.2052, -14.8835], [1.2918, 11.4682, 10.0848], [3.5389, 14.7902, 9.8292], [-0.6648, 7.4099, 7.2824], [0.4344, 6.7328, 1.6643], [-0.1771, 2.0280, 8.9585], [-0.6328, -0.6976, 8.1872], [0.5434, 8.5980, 3.8629], [10.2015, -0.0114, 0.7712], [-2.8195, -6.6892, -5.3371], [-0.4936, 10.8698, 12.2705], [5.7459, -0.6757, -14.0742], [0.6278, -3.0615, -9.1182], [3.6327, -1.5613, 4.1219], [-0.6717, 6.0110, 4.2298], [-1.9194, 1.5278, -11.1257], [0.0578, -6.5908, -5.5403], [2.2887, -4.8689, -7.5939], [-1.1031, 0.1130, 10.9176], [4.6157, 0.9199, 2.1805], [5.9160, -5.2327, -2.8070], [-1.1943, -8.3411, -3.6152], [-3.3667, -8.1720, -0.2499], [2.4412, -0.3897, 6.4745], [3.5205, 1.5352, -0.4181], [2.5843, -2.0167, -7.2804], [2.9313, 14.2648, 7.0592], [-0.5288, 4.5313, 7.2158], [-1.2471, -5.4707, -3.2536], [-2.6682, 2.0707, -14.1911], [-5.5839, -7.6582, 1.5274], [4.2675, -3.4861, -4.4091], [1.2340, -9.2253, -7.4921], [0.2248, -3.3331, -6.2773], [-0.9513, -1.1756, -11.3711], [0.2529, 0.6171, -9.4558], [6.6530, 4.0883, 7.0773], [-4.8562, 0.9435, 6.1561], [0.1157, 5.9146, 9.6568], [1.3435, 0.1728, 3.8731], [-2.8744, -7.3647, 2.4771], [-4.8813, 1.5646, -15.9747], [-5.3609, 2.0560, -13.1720], [-0.7551, -2.0093, -0.1754], [-3.4105, -1.8975, 2.3030], [-1.4572, -1.6636, -3.6754], [-5.3189, -2.3048, -4.5094], [-3.2042, -3.1536, -3.9824], [-6.7626, -2.5378, -1.6295], [-5.0075, -2.2471, 0.0456], [-3.6815, -2.1104, 0.4253], [-2.2874, -0.4641, 2.7886], [-1.3011, -6.7785, -4.4353], [6.4578, 3.5276, 5.4137], [0.6200, -10.7396, -6.8253], [-0.2560, -0.2174, 0.1666], [-3.8176, 2.3711, 6.1608], [0.2058, 5.9999, 7.8818], [-5.4197, -2.4098, -1.2850], [1.4261, -3.3210, -7.5670], [-0.4898, 0.5007, -11.0528], [-0.0831, 0.3498, 9.4948], [4.2932, 0.2818, 0.5577], [-2.3670, -2.2749, -3.2118], [-0.1407, 10.5561, 10.5676], [-0.1960, -3.1207, 1.2460], [5.0929, -3.6700, -2.8596], [-4.4796, -2.5947, -3.7125], [-4.3457, 2.4742, -14.5581], [-4.4173, -2.4083, -2.2286], [2.4628, 15.1948, 8.4866], [-0.4194, 7.3337, 3.0895], [9.5896, 1.3125, 1.7697], [-5.0952, -1.5341, 3.0844], [-2.8698, -3.5380, 3.0848], [2.1223, -1.0585, 4.8769], [5.2668, 0.6443, -13.0021], [0.3459, -2.5615, -1.6208], [-3.0634, -2.2581, -1.8703], [-2.6229, -2.1319, -0.5533], [-3.9442, -7.1692, 1.0846], [-0.1334, -3.3015, -2.2507], [-6.8951, -2.9221, -2.5552], [-5.6917, -2.4464, 3.0163], [-2.2306, 0.2701, 1.9892], [-2.9302, -3.1182, -4.9639], [-5.6293, -0.7921, 2.4905], [0.8930, -3.1467, 1.1694], [-0.4195, -2.6870, 2.2169], [-0.5546, -4.1426, 1.1506], [-2.3660, -4.2004, 2.3950], [0.6757, -0.0285, -0.3677], [-5.0052, -1.2469, 4.1260], [1.2380, -3.0668, -1.2459], [-0.9773, 0.4858, -0.2460], [-0.0535, -0.0216, 1.2142], [-7.2912, -3.0793, -0.9596], [-2.7140, 0.0571, 3.6474], [-3.7961, -4.0433, 3.3672], [-2.3231, -3.3848, 4.0145], [-5.7996, -2.2518, 0.7839], [0.6631, -1.7040, -2.2040], [-1.3099, -0.8225, 3.1019]], "gap_ha": 0.323, "relative_energy_kcal_mol": 0.0, "homo_energy_ev": -8.82, "energy_ev": -957982.873, "e_lumo_ha": -0.0007}

{"formula": "C32H22ClIrN3O2S3", "method": "wB97M-V/def2-TZVPD", "species": ["Ir", "Cl", "S", "S", "S", "O", "O", "N", "N", "N", "C", "C", "C", "C", "C", "C", "C", "C", "C", "C", "C", "C", "C", "C", "C", "C", "C", "C", "C", "C", "C", "C", "C", "C", "C", "C", "C", "C", "C", "C", "C", "C", "H", "H", "H", "H", "H", "H", "H", "H", "H", "H", "H", "H", "H", "H", "H", "H", "H", "H", "H", "H", "H", "H"], "xyz": [[-1.3629, 0.4677, -2.2177], [5.1470, 4.0815, -0.8073], [-3.2271, -0.7716, -1.8739], [-0.2646, -1.7998, -2.0030], [-2.1020, 1.9533, 1.8832], [-0.5755, 2.9219, -3.1884], [0.8212, 0.6146, -2.7395], [-0.8764, -5.7447, 2.6731], [-4.6528, -4.1733, 3.0930], [-1.0853, 1.0307, -0.2898], [-1.3416, -2.4552, -0.8230], [2.9966, -2.1436, 0.2507], [2.2875, -3.0414, 2.4546], [-3.5493, 2.4702, -3.0607], [-3.0685, -3.3855, 1.1999], [-0.2897, 0.5058, 0.7441], [-2.6489, -1.9445, -0.6951], [2.6447, -1.7617, 1.6856], [0.4178, 3.4921, -2.7902], [-2.7489, 1.9268, -2.0455], [-0.9424, -3.4702, 0.0558], [3.8765, -1.1040, 2.3233], [-1.2938, -4.9399, 1.9661], [-4.6248, 3.9571, -1.4775], [-1.7797, -3.9250, 1.0580], [0.8142, -0.3388, 0.6103], [-0.0602, 0.4803, 3.1550], [-3.9497, -3.8274, 2.2511], [3.0211, 0.9015, -2.0067], [-4.4621, 3.4679, -2.7820], [2.6537, 3.6425, -1.7937], [-2.0439, 1.8111, 0.1709], [3.8417, 3.0818, -1.4170], [1.6024, 2.8395, -2.2617], [1.7392, 1.4287, -2.3510], [-3.4878, -2.4021, 0.3130], [1.4633, -0.7936, 1.7460], [-0.7151, 0.9140, 2.0073], [-3.8538, 3.4363, -0.4639], [4.0323, 1.6974, -1.5418], [1.0112, -0.3671, 3.0079], [-2.9264, 2.4350, -0.7645], [1.4051, -3.5209, 2.0272], [1.5141, -0.7194, 3.8993], [3.7010, -0.8422, 3.3681], [4.7264, -1.7899, 2.2878], [2.1550, -2.6031, -0.2706], [1.1027, -0.6425, -0.3839], [2.0777, -2.8411, 3.5062], [4.9877, 1.2678, -1.2654], [-4.4789, -1.9788, 0.4164], [4.1468, -0.1925, 1.7862], [-5.0662, 3.8786, -3.5830], [-3.9557, 3.8052, 0.5514], [-5.3476, 4.7353, -1.2710], [0.4686, 4.6027, -2.8406], [-0.3917, 0.7911, 4.1368], [3.8247, -2.8559, 0.2584], [2.5142, 4.7165, -1.7403], [3.1540, -0.1666, -2.1118], [-3.4479, 2.1014, -4.0751], [3.1176, -3.7500, 2.4078], [0.0490, -3.8944, -0.0388], [3.3060, -1.2699, -0.3203]], "gap_ha": 0.242, "relative_energy_kcal_mol": 28.9, "charge": -1, "homo_energy_ev": -4.69, "energy_ev": -89976.929, "e_lumo_ha": 0.0696}